# 1
9
Properties=species:S:1:pos:R:3 method="wB97M-V/def2-TZVPD" e_lumo_ev=-0.5 total_charge=0 total_energy_ha=-438.97233 homo_lumo_gap_ev=8.489
C 0.02993 -0.98202 -0.74317
C -0.36544 -0.10277 0.38225
H -0.39658 -0.73084 -1.72760
H 1.11477 -1.14039 -0.81441
H -0.39748 -1.96003 -0.44075
O -1.10569 2.14945 -0.21043
C -0.25701 1.32356 0.15371
Tl 0.49632 0.07284 2.63724
O 0.88120 1.37019 0.76317



# 2
10
Properties=species:S:1:pos:R:3 method="wB97M-V/def2-TZVPD" e_lumo_ev=-0.6 smiles="C=CP=O.O=C=O" total_charge=0 total_energy_ha=-683.16387 homo_lumo_gap_ev=8.587
C 0.42670 -0.34431 0.39036
C -0.50931 -0.47643 -0.49379
P -1.68876 -1.89336 -0.20777
O -1.52266 -2.32930 1.18971
H 0.19990 -0.87458 1.24212
H 0.99795 0.49673 0.57838
H -0.77208 0.02289 -1.44466
O -4.20028 1.82515 0.50440
C -3.82541 0.93053 -0.08937
O -3.62932 -0.01032 -0.72894



# 3
12
Properties=species:S:1:pos:R:3 method="wB97M-V/def2-TZVPD" e_lumo_ev="2.8 / 2.9" total_charge=-1 total_energy_ha=-1536.37503 homo_lumo_gap_ev="6.202 / 6.365"
C -1.01097 0.67531 0.84797
C -0.96812 -0.65551 0.86218
C -1.16408 -0.02154 -1.57464
O 1.92483 -1.04328 0.98628
O 3.01776 -0.30644 -1.11543
O 2.14296 1.37563 0.48902
S -1.45744 1.44263 -0.65335
S -1.36445 -1.47678 -0.62324
S 2.03864 0.00466 -0.05479
H -0.82040 1.31855 1.68300
H -0.72769 -1.26705 1.70951
H -1.61104 -0.04618 -2.55650



# 4
10
Properties=species:S:1:pos:R:3 method="wB97M-V/def2-TZVPD" e_lumo_ev="-16.7 / -16.5" total_charge=+3 total_energy_ha=-998.43871 homo_lumo_gap_ev="5.238 / 7.030" spin_multiplicity=7
O 5.81084 -0.82045 -0.32355
Sm 1.04825 -1.38472 0.03799
O 3.53086 -1.19431 -0.28304
C 4.68976 -1.04312 -0.31354
O -1.70083 0.91448 0.21108
C -1.44507 -0.36180 0.07500
H -2.36716 -0.94977 -0.07390
C -2.88991 1.46958 0.18092
H -3.77217 0.82776 0.13271
H -2.90456 2.54236 0.35634



# 5
10
Properties=species:S:1:pos:R:3 method="wB97M-V/def2-TZVPD" e_lumo_ev=-0.5 total_charge=0 total_energy_ha=-514.30549 homo_lumo_gap_ev=8.941
C -0.67394 -0.04308 1.07335
C 1.21287 -0.20750 -0.34344
O 0.64004 0.21105 0.82903
O -1.48623 0.59056 0.36478
C 1.11287 0.52885 -1.45052
H 1.83844 -1.09685 -0.26236
H 1.24657 -0.10196 -2.35060
H 0.50046 1.42997 -1.49029
O -1.00542 -0.86783 1.95369
Tl -3.38565 -0.44320 1.67636



# 6
11
Properties=species:S:1:pos:R:3 method="wB97M-V/def2-TZVPD" e_lumo_ev="-16.5 / -16.5" total_charge=+3 total_energy_ha=-1176.44623 homo_lumo_gap_ev="5.181 / 9.694" spin_multiplicity=2
O -3.96509 0.18886 0.19816
C -2.82282 0.27576 -0.07096
C -1.88158 -0.86774 -0.40590
H -1.56065 1.14850 0.81154
H -1.96101 -1.58785 0.42244
H -2.17411 -1.34112 -1.35039
O -0.51787 -0.46892 -0.57874
C 0.14465 0.34113 0.19414
O -0.47494 1.13104 1.00826
O 1.33853 0.56123 -0.02678
Sc 3.12281 -0.14264 -0.63030



# 7
12
Properties=species:S:1:pos:R:3 method="wB97M-V/def2-TZVPD" e_lumo_ev=6.5 smiles="C=C[P@](=O)([O-])OC(=O)[O-]" total_charge=-2 total_energy_ha=-833.75720 homo_lumo_gap_ev=6.896
C -0.13116 -0.93825 2.06257
C -0.01041 -0.24812 0.92908
P 0.30839 -0.96489 -0.71525
O -0.91206 -1.55833 -1.31713
O 1.59632 -1.71583 -0.82410
O 0.68197 0.67073 -1.45161
C -0.11179 1.78283 -1.48119
O -1.06552 1.88615 -0.66517
O 0.22533 2.71088 -2.29850
H -0.22633 -0.41330 3.00997
H -0.09016 -2.01464 2.12458
H -0.26457 0.80277 0.62677



# 8
13
Properties=species:S:1:pos:R:3 method="wB97M-V/def2-TZVPD" e_lumo_ev=3.4 total_charge=-1 total_energy_ha=-965.81046 homo_lumo_gap_ev=8.319
O 2.02074 -1.69746 -0.00874
C 1.89127 -0.46713 0.06511
O 2.63731 0.37107 0.55574
C 0.61206 0.17839 -0.55048
C -0.10364 0.91180 0.59719
O -0.97235 -0.12213 1.10780
S -1.68067 -0.64957 -0.21787
O -2.42417 0.34951 -0.89282
O -2.37062 -1.82346 0.14275
O -0.33052 -0.85602 -1.00480
H 0.83423 0.80159 -1.39812
H 0.52901 1.23381 1.40161
H -0.64264 1.76959 0.20264